DFT (wB97M-V/def2-TZVPD) results for a cluster of 14 separate species, C24H76O26 in total in a non-equilibrium geometry.

The geometry in XYZ format:
```
126
Properties=species:S:1:pos:R:3:mulliken_charge:R:1
O -3.723 -13.794 6.449 -0.56
H -3.092 -13.105 6.175 0.24
H -3.934 -13.800 7.406 0.25
O -4.030 -17.505 0.889 -0.71
H -4.570 -18.309 1.002 0.17
H -3.522 -17.495 1.704 0.42
C -8.154 -12.604 2.000 -0.38
C -9.027 -13.818 1.836 -0.14
O -10.062 -13.786 2.808 -0.51
O -7.128 -12.587 0.948 -0.51
H -7.609 -12.637 2.931 -0.11
H -8.556 -11.664 1.800 0.98
H -8.508 -14.794 1.958 -0.34
H -9.343 -13.853 0.856 0.55
H -10.428 -12.942 2.729 0.29
H -7.047 -11.648 0.700 0.26
C -3.570 -20.725 1.613 -0.73
C -4.183 -20.381 2.977 1.46
O -3.246 -20.683 3.935 -0.62
O -4.530 -20.577 0.635 -0.49
H -3.414 -21.764 1.515 0.30
H -2.731 -20.043 1.363 0.35
H -5.058 -21.004 3.307 0.04
H -4.384 -19.344 3.011 -0.87
H -2.479 -20.073 3.841 0.37
H -4.181 -20.203 -0.196 0.31
C -2.010 -16.191 3.198 0.63
C -1.885 -15.708 4.632 -0.27
O -1.055 -14.594 4.712 -0.65
O -2.770 -17.416 3.245 -0.52
H -1.086 -16.299 2.617 0.44
H -2.608 -15.501 2.660 -0.69
H -1.397 -16.470 5.226 0.40
H -2.830 -15.488 5.130 0.08
H -1.549 -13.837 4.431 0.33
H -2.899 -17.701 4.161 -0.10
C -3.743 -12.433 -0.146 -0.97
C -3.779 -13.233 1.139 1.27
O -4.586 -14.367 0.993 -0.66
O -3.254 -11.123 0.125 -0.56
H -4.690 -12.551 -0.666 0.33
H -3.025 -12.881 -0.760 0.49
H -4.231 -12.713 1.946 -0.91
H -2.839 -13.502 1.630 0.40
H -4.901 -14.522 1.854 -0.24
H -3.326 -10.564 -0.666 0.30
C -11.376 -18.407 4.335 -0.80
C -10.678 -17.192 3.727 0.39
O -11.247 -15.940 4.081 -0.79
O -10.858 -19.633 3.798 -0.45
H -12.447 -18.364 4.062 0.39
H -11.247 -18.429 5.424 0.32
H -10.740 -17.238 2.603 0.35
H -9.625 -17.161 4.006 -0.23
H -10.705 -15.256 3.695 0.52
H -11.337 -20.389 4.122 0.27
C -6.231 -15.065 4.176 2.66
C -6.129 -16.179 3.233 0.15
O -7.150 -17.097 3.567 1.07
O -5.051 -14.362 3.919 0.88
H -6.121 -15.440 5.211 -1.04
H -7.078 -14.399 4.069 -0.56
H -5.166 -16.769 3.407 -0.77
H -6.217 -15.926 2.177 1.02
H -6.990 -17.694 2.883 -1.06
H -4.823 -13.859 4.700 -0.81
C -7.919 -19.583 5.624 1.56
C -8.594 -20.627 6.551 -0.61
O -9.355 -19.825 7.452 -0.57
O -6.899 -20.329 4.904 -0.33
H -7.622 -18.701 6.213 -0.73
H -8.654 -19.259 4.897 -0.76
H -7.893 -21.236 7.075 0.50
H -9.276 -21.327 6.119 0.30
H -8.665 -19.476 8.011 0.29
H -6.482 -20.900 5.529 0.32
C -6.158 -11.531 6.573 0.21
C -6.614 -10.104 6.899 -1.03
O -5.387 -9.426 7.089 -0.53
O -7.232 -12.291 6.074 -0.72
H -5.710 -11.983 7.527 0.29
H -5.441 -11.381 5.849 -0.01
H -7.261 -10.197 7.695 0.58
H -7.236 -9.589 6.194 0.33
H -5.244 -9.502 8.034 0.33
H -7.436 -11.842 5.283 0.28
C -8.892 -15.484 6.328 1.85
C -8.396 -14.940 7.653 -1.19
O -7.080 -14.539 7.512 -0.55
O -10.204 -15.961 6.615 -0.80
H -8.235 -16.291 5.918 -0.54
H -8.832 -14.611 5.630 -0.22
H -8.527 -15.723 8.460 0.29
H -9.019 -14.112 7.910 0.45
H -7.098 -13.779 6.935 0.30
H -10.723 -16.044 5.830 0.48
C -7.860 -19.511 1.677 0.31
C -8.638 -20.295 0.644 -1.00
O -9.547 -21.075 1.416 -0.54
O -6.916 -18.675 1.032 -0.46
H -7.321 -20.140 2.290 0.06
H -8.515 -18.825 2.199 -0.14
H -8.007 -21.043 0.201 0.37
H -9.076 -19.723 -0.084 0.54
H -8.916 -21.638 1.920 0.33
H -7.410 -18.144 0.394 0.28
C -3.949 -9.778 3.356 -0.57
C -5.304 -10.399 3.024 0.27
O -6.358 -9.543 3.438 -0.56
O -3.016 -10.724 2.913 -0.49
H -3.770 -9.545 4.423 0.24
H -3.831 -8.838 2.787 0.41
H -5.398 -11.376 3.430 -0.57
H -5.365 -10.521 1.965 0.67
H -6.217 -8.666 3.019 0.33
H -2.994 -10.654 1.958 0.25
C -4.620 -18.292 6.183 0.40
C -4.803 -17.137 7.105 0.16
O -6.117 -17.068 7.575 -0.65
O -3.253 -18.379 5.763 -0.51
H -5.206 -18.116 5.283 -0.56
H -5.062 -19.176 6.560 0.52
H -4.583 -16.237 6.578 -0.41
H -4.109 -17.281 7.940 0.41
H -6.490 -16.187 7.492 0.27
H -2.700 -18.471 6.539 0.31
```

## Properties
Total charge = 0
Orbital gap = 9.242 eV
Energy relative to the best compared isomer or geometry (same formula, charge and spin) = 320.65 kJ/mol
LUMO energy = 0.0 eV
HOMO = -9.233 eV

=====

DFT (wB97M-V/def2-TZVPD) results for a structure of composition C24H7Cl60NO4S in a non-equilibrium geometry.

The geometry in XYZ format:
```
97
Properties=species:S:1:pos:R:3:mulliken_charge:R:1
O -0.734 -4.307 -2.029 -0.54
C -1.289 -3.147 -2.445 0.41
C -0.639 -1.658 -2.656 0.28
C 0.607 -0.871 -1.938 -0.51
C 0.877 0.693 -2.465 -0.80
C -0.071 1.385 -3.657 -0.41
C -1.302 0.530 -4.400 -0.65
C -1.543 -0.994 -3.850 0.47
C -2.600 -2.177 -4.258 0.10
O -3.164 -2.465 -5.440 -0.51
N -2.724 -2.913 -2.907 -0.10
C -3.629 -2.117 -1.992 -0.31
S -5.090 -1.299 -2.877 0.71
O -4.724 0.120 -3.463 -0.52
O -5.800 -2.217 -3.901 -0.49
H 1.244 -1.403 -1.113 0.53
H 1.735 1.344 -1.996 0.75
H 0.116 2.509 -4.001 0.64
H -1.991 0.967 -5.238 0.33
H -4.103 -2.866 -1.213 0.40
H -3.092 -1.273 -1.377 0.23
H -6.059 -1.023 -1.860 0.20
C 2.141 -0.514 1.782 0.07
Cl 3.876 -0.155 1.973 -0.07
Cl 1.664 -0.250 0.086 -0.06
Cl 1.832 -2.211 2.228 -0.11
Cl 1.192 0.561 2.840 0.15
C -2.059 5.119 -4.107 0.22
Cl -1.282 3.518 -4.019 -0.10
Cl -1.710 5.863 -5.688 -0.11
Cl -3.821 4.937 -3.913 -0.09
Cl -1.423 6.160 -2.808 -0.09
C -7.459 -1.902 -7.595 0.19
Cl -5.859 -1.804 -6.816 0.00
Cl -8.534 -2.930 -6.614 -0.12
Cl -8.157 -0.268 -7.726 -0.08
Cl -7.285 -2.607 -9.222 0.00
C -2.734 1.290 2.952 0.11
Cl -3.411 -0.069 3.885 -0.04
Cl -1.844 0.658 1.544 0.03
Cl -4.058 2.344 2.393 -0.10
Cl -1.625 2.226 3.985 -0.03
C 5.366 -0.260 6.137 0.22
Cl 4.890 -0.493 7.838 -0.08
Cl 5.394 1.481 5.761 -0.11
Cl 6.987 -0.951 5.874 -0.04
Cl 4.192 -1.078 5.075 -0.01
C 10.466 0.410 7.133 0.17
Cl 9.789 -0.949 8.066 -0.05
Cl 11.356 -0.222 5.725 0.00
Cl 9.142 1.464 6.574 0.00
Cl 11.575 1.346 8.166 -0.10
C -10.834 1.714 -4.884 0.35
Cl -10.058 0.113 -4.796 -0.03
Cl -10.485 2.457 -6.466 -0.10
Cl -12.596 1.531 -4.690 -0.12
Cl -10.199 2.754 -3.585 -0.11
C 1.304 4.131 0.307 0.05
Cl 0.922 5.869 0.210 -0.10
Cl 0.653 3.299 -1.128 0.05
Cl 3.071 3.914 0.369 -0.10
Cl 0.569 3.443 1.776 0.17
C 14.504 -1.748 3.810 0.26
Cl 16.036 -2.188 3.013 -0.11
Cl 13.526 -3.215 4.068 0.01
Cl 14.850 -0.981 5.380 -0.08
Cl 13.603 -0.609 2.778 -0.09
C 13.004 -6.969 5.104 0.31
Cl 14.739 -6.610 5.296 -0.07
Cl 12.527 -6.705 3.408 -0.09
Cl 12.695 -8.666 5.551 -0.11
Cl 12.055 -5.894 6.162 -0.07
C -6.496 -2.065 -13.096 0.36
Cl -7.172 -3.423 -12.163 -0.10
Cl -5.606 -2.696 -14.504 -0.10
Cl -7.820 -1.011 -13.655 -0.09
Cl -5.387 -1.128 -12.063 -0.08
C -14.896 -1.395 -7.147 0.29
Cl -13.997 -0.220 -6.153 0.03
Cl -14.619 -1.047 -8.872 -0.10
Cl -14.331 -3.043 -6.775 -0.10
Cl -16.637 -1.268 -6.787 -0.11
C 0.863 6.843 4.680 0.23
Cl 2.357 7.047 3.730 -0.09
Cl 1.219 7.092 6.408 -0.10
Cl -0.348 8.035 4.145 -0.10
Cl 0.225 5.197 4.436 0.02
C 7.163 2.088 10.656 0.27
Cl 6.615 0.473 11.170 -0.10
Cl 8.770 1.956 9.898 0.00
Cl 6.006 2.761 9.481 -0.07
Cl 7.262 3.161 12.074 -0.10
C -1.537 -2.106 7.284 0.27
Cl -0.637 -3.433 8.062 -0.10
Cl -2.973 -2.764 6.460 -0.10
Cl -2.048 -0.930 8.521 -0.09
Cl -0.488 -1.296 6.093 0.01
```

## Properties
Total charge = 0
Orbital gap = 7.760 eV
Energy relative to the best compared isomer or geometry (same formula, charge and spin) = 1372.14 kJ/mol
LUMO energy = -1.7 eV
HOMO = -9.498 eV